Entry from OMol25: a molecular structure, C13H12Cl5N3SeTl in a non-equilibrium geometry (ωB97M-V with the def2-TZVPD basis set).

Geometry as XYZ:
```
35
Properties=species:S:1:pos:R:3:forces:R:3
Tl 9.93789 10.03710 3.01004 0.76 -0.15 -0.89
Cl 13.54936 10.96380 2.80641 0.06 0.15 -0.15
C 13.50753 9.35478 3.49688 2.29 -0.39 0.85
C 12.38559 8.61192 3.39533 -1.66 0.90 -0.62
C 12.43010 7.31944 3.75467 1.67 -1.38 0.92
Cl 11.03114 6.28808 3.55143 -0.47 -0.24 0.04
C 13.60943 6.69759 4.25525 -0.44 0.76 -0.47
Cl 13.61591 5.04348 4.75432 0.07 -0.12 -0.09
C 14.78034 7.46500 4.35256 -0.40 0.68 0.08
Cl 16.26985 6.67120 4.79705 -0.27 0.50 0.04
C 14.72580 8.85981 4.06703 -1.41 -0.90 -0.74
Cl 16.05903 9.89651 4.34198 0.41 -0.06 0.02
N 6.55744 10.21776 3.59670 1.18 0.14 -0.68
C 5.96401 9.14810 4.34207 -0.80 0.30 0.77
C 6.95981 8.06150 4.73288 0.57 0.12 1.60
N 8.10616 7.92201 3.81804 -0.16 0.65 1.58
H 6.10381 11.09723 3.75730 0.06 0.27 0.16
H 7.57334 10.31340 3.75373 -1.17 0.10 0.14
H 5.15934 8.71383 3.76256 -0.29 -0.29 -0.39
H 5.44528 9.56138 5.25179 0.52 -0.66 -0.34
H 6.43297 7.10128 4.92439 0.14 0.44 -0.26
H 7.38535 8.34196 5.72929 -0.20 -0.12 -0.74
H 7.84174 7.30954 3.08886 0.23 -0.69 -0.99
H 8.90140 7.54972 4.34413 -0.43 -0.18 -0.54
Se 9.67428 11.54209 5.38889 -0.67 -0.33 0.89
C 10.57298 13.12666 4.94178 0.63 -0.45 -0.49
C 9.95372 14.35263 4.78075 0.22 0.53 -0.21
C 10.70775 15.45608 4.34262 0.06 -1.61 0.19
N 12.00987 15.37840 4.02376 -0.42 0.05 0.60
C 12.61007 14.19353 4.23884 -0.71 0.02 -0.45
C 11.93423 13.04823 4.66163 1.09 0.08 0.29
H 8.88550 14.37630 4.95607 0.01 0.44 0.01
H 10.19898 16.38790 4.22587 -0.03 0.67 -0.21
H 13.65638 14.17252 3.95423 0.06 -0.20 0.16
H 12.47668 12.08943 4.79002 -0.52 0.96 -0.06
```
Positions in Å, forces in eV/Å.

Calculated values
- LUMO level (eV) = 2.50
- total charge = -1
- highest occupied orbital energy (eV) = -4.1008
- ΔE to the lowest compared entry with this formula, charge and spin (eV) = 0.3884

***

Entry from OMol25: a molecular structure, C3H3NO2 in a non-equilibrium geometry (ωB97M-V with the def2-TZVPD basis set).

Geometry as XYZ:
```
9
Properties=species:S:1:pos:R:3:forces:R:3
C 1.56755 0.20126 0.22032 -4.74 -0.62 -0.07
C -0.56992 0.82457 -0.18458 2.52 -2.72 -0.63
C -0.29903 -0.63747 0.08287 3.49 4.57 2.90
N 0.75515 1.27168 -0.25886 2.02 0.66 0.63
O 2.66392 -0.02255 0.59148 -0.62 0.63 -0.66
O -1.56011 1.39613 -0.42644 -1.96 1.72 -0.12
H -0.19534 -1.20414 -0.71270 -0.03 -2.89 -3.73
H -0.70720 -0.98786 0.96149 -0.82 -1.17 1.63
H 1.02251 2.24151 -0.42986 0.14 -0.19 0.03
```
Positions in Å, forces in eV/Å.

Calculated values
- LUMO level (eV) = 0.58
- total charge = 0
- highest occupied orbital energy (eV) = -9.4812
- ΔE to the lowest compared entry with this formula, charge and spin (eV) = 2.4325

***

Entry from OMol25: H2O in the gas phase in a non-equilibrium geometry (ωB97M-V with the def2-TZVPD basis set).

Geometry as XYZ:
```
3
Properties=species:S:1:pos:R:3:forces:R:3
O -0.34142 -0.11864 -0.02262 -0.29 0.30 2.27
H 0.12863 0.18542 0.81086 -0.54 -0.54 -2.06
H 0.21279 -0.06678 -0.78824 0.83 0.24 -0.22
```
Positions in Å, forces in eV/Å.

Calculated values
- LUMO level (eV) = 1.09
- total charge = 0
- highest occupied orbital energy (eV) = -11.5582
- ΔE to the lowest compared entry with this formula, charge and spin (eV) = 0.0887

***

Entry from OMol25: a molecular structure, C10H7N3O4S7Ti (ωB97M-V with the def2-TZVPD basis set).

Geometry as XYZ:
```
32
Properties=species:S:1:pos:R:3:forces:R:3
Ti 0.53154 0.34946 0.01429 -0.10 -0.04 0.05
O -1.29129 0.51038 -0.36699 -0.05 0.13 -0.06
C -2.23490 0.14377 -1.19369 -0.04 -0.14 -0.03
C -3.33239 0.97739 -1.44065 0.01 0.03 0.03
C -4.35708 0.55800 -2.26697 0.01 -0.04 -0.02
C -4.31742 -0.69648 -2.87287 0.00 0.03 0.02
C -3.22655 -1.51880 -2.64640 0.00 -0.01 0.00
C -2.18703 -1.11307 -1.81545 0.05 0.00 0.01
C -1.01839 -1.95109 -1.58265 -0.04 0.05 -0.03
N 0.19435 -1.53894 -1.25347 0.01 -0.06 -0.04
C 0.98987 -2.66983 -1.23694 0.00 -0.03 -0.03
C 0.23784 -3.75735 -1.52453 0.03 -0.01 0.04
N -1.03390 -3.29365 -1.76992 -0.01 0.04 -0.02
H -3.34503 1.94665 -0.95961 0.00 0.00 0.00
H -5.19989 1.21591 -2.44686 0.00 0.00 0.00
H -5.12139 -1.02052 -3.52174 0.00 0.00 0.00
H -3.16711 -2.48581 -3.13299 -0.01 0.00 -0.01
H 2.03014 -2.61258 -0.97979 0.01 0.00 -0.01
H 0.47541 -4.80538 -1.53056 0.00 0.00 0.00
H -1.86818 -3.83087 -1.58347 -0.02 -0.01 0.03
S -2.22711 -3.86125 1.34971 0.00 0.02 0.01
S -2.20243 -1.83406 1.63311 -0.06 0.01 0.01
S -0.12243 -1.42368 1.79829 0.07 -0.01 0.02
S 0.14649 0.50351 2.37091 -0.07 0.01 0.00
S 1.38310 4.22191 -2.47736 0.00 0.03 -0.01
C 1.09605 2.87332 -1.55191 0.02 -0.03 -0.01
S 1.37404 1.24249 -2.09668 0.02 -0.01 0.04
S 0.46634 2.86865 0.04151 0.00 -0.06 0.08
O 2.77549 1.16506 0.81188 0.13 0.13 0.00
N 3.19280 0.01553 0.66012 -0.08 -0.07 -0.11
O 4.33776 -0.34310 0.85405 -0.02 0.00 0.04
O 2.30567 -0.82775 0.25864 0.13 0.00 0.00
```
Positions in Å, forces in eV/Å.

Calculated values
- LUMO level (eV) = 4.68
- total charge = -2
- highest occupied orbital energy (eV) = -1.3027
- ΔE to the lowest compared entry with this formula, charge and spin (eV) = 0.0000

***

Entry from OMol25: C3H3NOS2 in the gas phase in a non-equilibrium geometry (ωB97M-V with the def2-TZVPD basis set).

Geometry as XYZ:
```
10
Properties=species:S:1:pos:R:3:forces:R:3
O 3.60109 -0.03279 -0.60815 -0.81 0.48 0.17
C 2.42638 -0.03844 -0.34870 -0.82 -1.70 0.29
C 1.40694 1.04928 -0.62730 1.06 1.74 -0.78
N 0.18890 0.90422 -0.37154 0.54 2.59 -0.40
C -0.29463 -0.20787 0.21440 1.80 -3.36 -0.66
S -1.43246 -0.95088 -0.92440 -1.96 -1.44 1.20
S 1.45926 -1.43738 0.29828 -0.74 1.52 0.14
H 1.78389 2.01211 -1.09643 -0.49 -1.24 0.56
H -0.67984 -0.12431 1.19960 -0.06 0.22 0.85
H -2.26420 -1.69020 0.01831 1.48 1.20 -1.38
```
Positions in Å, forces in eV/Å.

Calculated values
- LUMO level (eV) = -0.64
- total charge = 0
- highest occupied orbital energy (eV) = -9.3154
- ΔE to the lowest compared entry with this formula, charge and spin (eV) = 1.7364

***

Entry from OMol25: a molecular structure, C2H2AgFNaO2 in a non-equilibrium geometry (ωB97M-V with the def2-TZVPD basis set).

Geometry as XYZ:
```
9
Properties=species:S:1:pos:R:3:forces:R:3
C -0.62174 -0.07038 -0.15108 0.39 -0.33 -1.04
C -1.22351 0.78614 0.80952 0.75 0.12 -0.46
O -0.51049 0.87798 -0.98329 0.13 -0.60 0.54
F -0.80299 -1.38471 -0.55916 -0.62 1.38 0.33
H 1.37491 -0.50383 1.13477 0.01 -0.08 0.25
H -2.27466 1.01473 0.57715 0.18 -0.64 0.18
Na 1.32734 2.22416 -0.29439 -0.43 -0.59 0.05
Ag 1.48232 -2.46053 -0.71548 0.10 0.12 0.07
O 1.24882 -0.48356 0.18195 -0.51 0.62 0.07
```
Positions in Å, forces in eV/Å.

Calculated values
- LUMO level (eV) = -4.87
- total charge = +1
- highest occupied orbital energy (eV) = -12.8349
- ΔE to the lowest compared entry with this formula, charge and spin (eV) = 0.3414